{"formula": "C4H2NO2S2", "method": "ωB97M-V/def2-TZVPD", "total_energy_ev": -31436.7445, "lumo_energy_ev": [2.9, 2.9], "mol_weight_g_mol": 160.20, "total_charge": -1, "homo_energy_ev": [-4.82, -4.82], "e_above_lowest_kj_mol": 0.0, "homo_lumo_gap_ev": [7.7, 7.7], "largest_force_ev_per_a": 4.6, "elements": ["O", "C", "O", "C", "C", "C", "S", "S", "N", "H", "H"], "xyz": [[2.74206, 0.66751, 0.03470], [2.04367, -0.33314, -0.07270], [2.30595, -1.52859, -0.17945], [0.49221, -0.09010, -0.04582], [-0.60148, -0.85122, 0.01724], [-1.87845, -0.20597, 0.03074], [-3.35249, -0.93679, 0.04341], [-1.68316, 1.52947, 0.00662], [-0.03790, 1.52637, -0.23130], [-0.56288, -1.92653, 0.07260], [0.53247, 2.14899, 0.32397]]}


{"formula": "C4H2O2", "method": "ωB97M-V/def2-TZVPD", "total_energy_ev": -8269.7601, "lumo_energy_ev": -1.4, "mol_weight_g_mol": 82.06, "homo_energy_ev": -10.07, "e_above_lowest_kj_mol": 267.1, "homo_lumo_gap_ev": 8.7, "largest_force_ev_per_a": 3.5, "elements": ["C", "C", "C", "C", "O", "O", "H", "H"], "xyz": [[-1.36602, -0.41781, -0.01144], [-2.60605, -0.56104, -0.30863], [0.97126, 1.08643, -0.02621], [-0.12631, -0.90654, 0.05540], [1.05595, -0.28340, -0.04739], [0.14641, 1.65980, 0.53878], [1.86802, 1.32558, -0.63958], [0.05674, -1.90302, 0.43906]]}


{"formula": "C4H2O2", "method": "ωB97M-V/def2-TZVPD", "total_energy_ev": -8272.1763, "lumo_energy_ev": -1.2, "mol_weight_g_mol": 82.06, "homo_energy_ev": -11.03, "e_above_lowest_kj_mol": 34.0, "homo_lumo_gap_ev": 9.8, "largest_force_ev_per_a": 0.7, "elements": ["O", "C", "C", "C", "C", "O", "H", "H"], "xyz": [[2.23571, -1.62015, 0.99498], [1.77397, -1.05040, 0.03667], [0.50972, -0.32362, 0.06815], [-0.53375, 0.28467, 0.02786], [-1.77540, 1.04863, -0.03889], [-1.96221, 1.89846, -0.87484], [2.28180, -1.04314, -0.94232], [-2.52985, 0.80553, 0.72838]]}


{"formula": "C4H2O2Sn", "method": "ωB97M-V/def2-TZVPD", "total_energy_ev": -14082.2623, "lumo_energy_ev": -11.1, "mol_weight_g_mol": 200.77, "total_charge": 2, "homo_energy_ev": -20.62, "e_above_lowest_kj_mol": 80.3, "homo_lumo_gap_ev": 9.5, "largest_force_ev_per_a": 5.4, "elements": ["O", "C", "H", "C", "C", "H", "C", "O", "Sn"], "xyz": [[1.75265, -0.33674, 0.65920], [2.08013, 0.26112, -0.36286], [3.03827, 0.80453, -0.38778], [1.16774, 0.52981, -1.43764], [0.19928, 0.36096, -2.15493], [-0.10834, 1.06829, -2.96865], [-2.08138, 1.02627, 1.62432], [-1.22813, 0.27830, 1.57496], [0.21585, -1.13596, 1.49773]]}


{"formula": "C4H2O3", "method": "ωB97M-V/def2-TZVPD", "total_energy_ev": -10318.7293, "lumo_energy_ev": -0.6, "mol_weight_g_mol": 98.06, "homo_energy_ev": -8.39, "e_above_lowest_kj_mol": 352.6, "homo_lumo_gap_ev": 7.8, "largest_force_ev_per_a": 5.5, "elements": ["C", "C", "C", "C", "O", "O", "O", "H", "H"], "xyz": [[-0.44085, -1.10230, 0.20047], [0.30182, 0.13282, 0.36430], [-1.77399, 0.61602, 0.06560], [1.56274, 0.15708, -0.15910], [-0.33106, -2.23603, -0.05558], [-2.89456, 0.88222, -0.09591], [-0.60902, 1.17892, 0.31551], [1.92501, 1.00375, -0.56950], [2.25990, -0.63248, -0.06580]]}


{"formula": "C4H2O4", "method": "ωB97M-V/def2-TZVPD", "total_energy_ev": -12366.3792, "lumo_energy_ev": -1.8, "mol_weight_g_mol": 114.06, "homo_energy_ev": -11.22, "e_above_lowest_kj_mol": 253.9, "homo_lumo_gap_ev": 9.4, "largest_force_ev_per_a": 8.4, "elements": ["O", "C", "O", "C", "C", "C", "O", "O", "H", "H"], "xyz": [[1.20949, -0.14620, 3.06612], [0.99879, -0.72980, 1.87987], [0.81291, -2.08928, 1.90120], [0.55131, -0.21553, 0.56799], [0.11389, 0.61890, -0.26190], [-0.41516, 1.17623, -1.42934], [-0.12011, 2.29015, -1.98217], [-1.43024, 0.42378, -2.02572], [0.14262, -2.17910, 1.03492], [-1.86349, 0.85085, -2.75097]]}


{"formula": "C4H2OS2", "method": "ωB97M-V/def2-TZVPD", "total_energy_ev": -27895.2547, "lumo_energy_ev": -1.5, "mol_weight_g_mol": 130.19, "homo_energy_ev": -9.13, "e_above_lowest_kj_mol": 137.8, "homo_lumo_gap_ev": 7.6, "largest_force_ev_per_a": 1.8, "elements": ["C", "C", "C", "O", "C", "S", "S", "H", "H"], "xyz": [[-3.11854, 0.08383, 0.24866], [-2.00478, -0.35834, 0.11894], [-0.65398, -0.84997, -0.13011], [-0.34494, -1.98952, -0.27506], [0.47315, 0.17428, -0.04594], [0.18284, 1.78208, -0.14160], [2.06564, -0.50607, 0.15954], [-4.09550, 0.55851, 0.29122], [2.70432, 0.64274, 0.47270]]}


{"formula": "C4H2S", "method": "ωB97M-V/def2-TZVPD", "total_energy_ev": -15010.3918, "lumo_energy_ev": -1.0, "mol_weight_g_mol": 82.13, "homo_energy_ev": -9.28, "e_above_lowest_kj_mol": 168.8, "homo_lumo_gap_ev": 8.3, "largest_force_ev_per_a": 6.3, "elements": ["C", "S", "C", "C", "C", "H", "H"], "xyz": [[0.41808, -1.53964, 1.26612], [1.26445, -0.01579, 1.06477], [-0.44765, -1.08592, 0.26799], [-0.69987, -0.02170, -0.56958], [0.32270, 0.79632, -0.19484], [-1.47094, 0.10056, -1.29881], [0.61323, 1.76617, -0.53565]]}


{"formula": "C4H31N2O10", "method": "ωB97M-V/def2-TZVPD", "multiplicity": 2, "total_energy_ev": -28103.5340, "lumo_energy_ev": [0.2, 0.2], "mol_weight_g_mol": 267.30, "s2": 0.753, "homo_energy_ev": [-3.19, -7.24], "e_above_lowest_kj_mol": 0.0, "homo_lumo_gap_ev": [3.4, 7.4], "largest_force_ev_per_a": 1.7, "elements": ["C", "C", "C", "N", "C", "N", "H", "H", "H", "H", "H", "H", "H", "H", "H", "H", "H", "H", "H", "O", "H", "H", "O", "H", "H", "O", "H", "H", "O", "H", "H", "O", "H", "H", "O", "H", "H", "O", "H", "H", "O", "H", "H", "O", "H", "H", "O"], "xyz": [[3.57932, 1.63924, 1.18887], [2.23893, 0.97598, 0.82682], [1.48449, 1.80113, -0.23241], [-1.22905, 1.12779, -0.79705], [-0.26048, 0.67176, -1.66128], [1.06307, 0.94997, -1.34674], [3.69672, 2.65217, 0.82199], [3.65426, 1.80025, 2.28085], [4.45653, 1.09647, 0.84102], [1.62462, 0.59779, 1.65379], [2.50660, 0.07405, 0.28076], [2.18599, 2.47807, -0.74897], [0.74420, 2.48975, 0.18006], [-2.07128, 1.60540, -1.04089], [-0.89694, 1.35503, 0.12405], [-0.30990, 0.12093, -2.58103], [1.83583, 0.44246, -1.75558], [-3.29249, -1.50232, -3.22201], [-2.64034, -1.72918, -1.95431], [-2.39391, -1.61885, -2.88555], [-3.23697, -2.58391, 1.90459], [-2.01088, -3.50951, 2.34091], [-2.56509, -3.20177, 1.62088], [2.60824, -3.22180, -0.17749], [1.15204, -2.71600, -0.23378], [2.07265, -2.43315, -0.27034], [3.99599, -0.83045, -2.34630], [2.75239, -1.50840, -1.69333], [3.03724, -0.79883, -2.30121], [-0.28411, 1.79874, 3.04895], [1.12663, 1.10591, 3.36389], [0.24289, 0.97536, 3.01656], [-1.75334, 2.97389, 1.64220], [-1.10568, 3.61317, 2.92119], [-0.92297, 3.16478, 2.08944], [1.02500, -2.39142, -3.23122], [-0.43419, -2.60000, -2.86059], [0.43961, -2.46002, -2.47087], [-1.89694, 0.21680, 1.41809], [-2.13325, -0.33107, 2.77837], [-2.59232, 0.17413, 2.09569], [-4.64786, 0.87860, -0.02814], [-4.47473, 1.11871, -1.48169], [-3.94683, 1.01525, -0.67843], [-1.29136, -2.17160, 0.35438], [-0.46740, -1.80918, -0.84572], [-0.66491, -1.49610, 0.05159]]}


{"formula": "C4H31N2O12S", "method": "ωB97M-V/def2-TZVPD", "total_energy_ev": -43034.6732, "lumo_energy_ev": 2.7, "mol_weight_g_mol": 331.36, "total_charge": -1, "homo_energy_ev": -4.63, "e_above_lowest_kj_mol": 590.2, "homo_lumo_gap_ev": 7.4, "largest_force_ev_per_a": 8.4, "elements": ["O", "C", "N", "C", "C", "S", "C", "N", "H", "H", "H", "H", "H", "H", "H", "H", "H", "H", "H", "O", "H", "H", "O", "H", "H", "O", "H", "H", "O", "H", "H", "O", "H", "H", "O", "H", "H", "O", "H", "H", "O", "H", "H", "O", "H", "H", "O", "H", "H", "O"], "xyz": [[-0.57991, 0.60249, -1.26278], [0.04301, 0.11447, -0.28760], [-0.66761, 0.33758, 0.94781], [-0.26769, -0.43034, 2.13266], [-1.50293, -1.14670, 2.76891], [-1.50441, -2.92694, 2.69238], [0.63945, 0.63670, 2.91377], [1.95765, 0.44566, 2.37438], [-0.15909, -3.37238, 2.63390], [-1.64239, 0.54975, 0.84495], [0.42102, -1.33018, 2.00875], [-2.41622, -0.91720, 2.06093], [-1.78860, -0.79511, 3.68655], [0.42678, 0.51995, 3.99989], [0.31200, 1.59610, 2.70780], [1.87221, 0.22123, 1.36846], [2.48871, 1.26314, 2.28060], [2.03696, -3.52998, 1.75361], [1.40801, -2.24973, 2.64224], [1.62764, -3.25895, 2.69608], [-3.27936, 2.03003, -0.22343], [-1.74387, 1.67435, -0.74189], [-2.39937, 1.98635, -0.00274], [-0.35168, 3.25262, -0.70258], [-0.76122, 4.40410, -1.52291], [0.03527, 3.90245, -1.22726], [-1.17343, 3.86683, 2.14874], [-1.91512, 2.91135, 1.13211], [-1.81419, 3.80832, 1.55290], [2.32154, 0.63618, -1.33503], [1.33959, 1.79979, -1.18698], [2.15622, 1.44421, -0.77540], [3.48395, -2.23614, -0.41147], [2.95875, -1.88718, 0.96495], [3.66622, -2.39297, 0.52398], [-1.63004, 1.51673, -2.88080], [-0.86787, 2.71285, -2.76027], [-1.48198, 2.39042, -3.38776], [0.96816, -3.33159, -0.91130], [-0.37697, -3.09014, -1.06105], [0.14906, -3.74926, -0.92783], [-1.85951, -0.46394, -1.68527], [-2.25022, -1.61830, -2.57603], [-2.58887, -0.73063, -2.33597], [1.99243, -2.40353, -3.44570], [1.75224, -0.89056, -3.12720], [2.40623, -1.59365, -3.00554], [-0.35864, -0.01350, -2.95916], [-0.83557, 0.10465, -4.29534], [-0.24635, -0.36937, -3.79707]]}


{"formula": "C4H31N2O12S", "method": "ωB97M-V/def2-TZVPD", "total_energy_ev": -43034.8021, "lumo_energy_ev": 2.5, "mol_weight_g_mol": 331.36, "total_charge": -1, "homo_energy_ev": -4.40, "e_above_lowest_kj_mol": 577.8, "homo_lumo_gap_ev": 6.8, "largest_force_ev_per_a": 7.7, "elements": ["O", "C", "N", "C", "C", "S", "C", "N", "H", "H", "H", "H", "H", "H", "H", "H", "H", "H", "H", "O", "H", "H", "O", "H", "H", "O", "H", "H", "O", "H", "H", "O", "H", "H", "O", "H", "H", "O", "H", "H", "O", "H", "H", "O", "H", "H", "O", "H", "H", "O"], "xyz": [[-1.55331, -0.24773, -0.56317], [-1.45091, -0.70973, 0.58301], [-0.33888, -0.12689, 1.32562], [-0.08466, -0.67330, 2.64369], [-0.45680, -2.15421, 2.88086], [0.57316, -3.25675, 1.93932], [-0.77929, 0.34486, 3.69710], [-0.48809, 1.86687, 3.56817], [-0.38675, -3.45693, 1.19166], [0.04110, 0.81529, 1.03891], [0.97219, -0.49743, 2.94698], [-1.57960, -2.40118, 2.79078], [-0.42049, -2.23562, 3.91033], [-0.31550, 0.02876, 4.57312], [-1.91595, 0.14349, 3.70687], [-1.10216, 2.63207, 3.88660], [-0.47012, 1.98534, 2.51987], [3.73558, 1.35349, 0.52420], [2.89061, 1.49307, 1.84002], [3.79875, 1.72473, 1.35045], [-2.17819, 2.41923, -0.08780], [-1.37245, 1.44179, -0.89699], [-1.36060, 2.38765, -0.37122], [0.80180, 4.10826, -1.98085], [0.78552, 2.43080, -2.18551], [0.81069, 3.33988, -2.46963], [0.01975, 2.91454, 0.30453], [1.42523, 2.38022, 0.22831], [0.96072, 3.14602, 0.68755], [0.91756, 0.17159, -2.03921], [0.30606, 0.60600, -0.69086], [0.88754, 0.91408, -1.41492], [2.52463, -2.54981, -0.58163], [2.02812, -3.72196, -1.34334], [2.42734, -2.93321, -1.49712], [-2.77657, 2.17855, -3.01599], [-2.89206, 0.80978, -2.07216], [-3.32589, 1.36286, -2.82258], [-1.26341, -2.98790, -1.44246], [-0.15784, -3.61857, -2.14038], [-0.72194, -3.72699, -1.38510], [-2.39467, -1.26764, -1.54865], [-3.92931, -1.32978, -1.73704], [-3.11628, -1.61894, -2.07230], [2.58951, 0.26524, -1.24579], [3.72243, -0.49282, -1.80175], [3.41458, -0.12322, -0.92481], [0.97409, -1.52796, -3.53157], [-0.32122, -0.86791, -2.94565], [0.54597, -0.73796, -3.32947]]}


{"formula": "C4H31O14S2", "method": "ωB97M-V/def2-TZVPD", "total_energy_ev": -54990.4039, "lumo_energy_ev": 2.2, "mol_weight_g_mol": 367.41, "total_charge": -1, "homo_energy_ev": -6.24, "e_above_lowest_kj_mol": 0.0, "homo_lumo_gap_ev": 8.5, "largest_force_ev_per_a": 2.7, "elements": ["C", "C", "O", "O", "C", "S", "S", "C", "H", "H", "H", "H", "H", "H", "H", "H", "H", "O", "H", "H", "O", "H", "H", "O", "H", "H", "O", "H", "H", "O", "H", "H", "O", "H", "H", "O", "H", "H", "O", "H", "H", "O", "H", "H", "O", "H", "H", "O", "H", "H", "O"], "xyz": [[-0.20934, 2.78904, 0.85355], [0.70562, 2.38637, -0.35721], [1.10326, 1.18559, -0.24938], [0.75971, 3.18415, -1.30372], [-1.62008, 2.24373, 0.59888], [-2.61139, 1.88426, 2.09393], [-2.50248, 3.51401, 3.35115], [-0.72663, 3.42316, 3.88228], [0.24202, 2.45436, 1.77647], [-0.19231, 3.87411, 0.72432], [-1.40247, 1.28117, 0.13337], [-2.20623, 2.88727, -0.04677], [-0.21804, 4.03847, 3.17659], [-0.59664, 3.83709, 4.88114], [-0.48793, 2.36217, 3.95359], [0.38152, 0.05121, 3.99512], [1.56986, 0.92913, 3.56655], [0.92752, 0.78963, 4.27696], [1.06400, -3.15997, -2.15175], [0.27300, -3.55786, -0.89461], [0.69930, -3.91665, -1.68141], [1.97090, -3.06626, 0.02042], [2.16424, -2.06940, 1.12989], [1.86419, -2.97149, 0.97658], [0.22533, -0.83714, -1.37613], [-0.42896, -0.75915, -0.06357], [-0.45865, -1.30418, -0.86050], [0.19210, 2.25733, -2.64361], [0.95376, 1.06825, -3.46985], [0.21563, 1.67106, -3.43838], [-2.14153, -1.23181, -1.67526], [-2.50102, -0.23909, -2.90773], [-2.78776, -0.96173, -2.34529], [-3.03777, -3.72033, 1.60465], [-2.56596, -4.93215, 0.68961], [-2.96956, -4.66807, 1.51809], [3.00885, -0.84929, -1.45090], [1.92903, 0.35030, -1.71679], [2.13532, -0.60531, -1.75648], [-1.19048, 0.94631, -4.34742], [-2.34684, 1.77186, -4.89602], [-2.11137, 0.87215, -4.66141], [4.79524, -1.69860, 0.93351], [5.82615, -1.53410, -0.18975], [4.90297, -1.73497, -0.02252], [3.10773, 1.46137, 1.66096], [2.21872, 0.40519, 1.01289], [2.77460, 0.57109, 1.79820], [-3.22486, -3.04404, -0.85162], [-3.98647, -3.74293, -2.02690], [-3.48577, -3.88531, -1.22377]]}


- Number 10 is which compound?
  C4H31N2O12S